1.
19
Properties=species:S:1:pos:R:3:lowdin_charge:R:1 method="wB97M-V/def2-TZVPD" spin_multiplicity=1 charge=0 homo_lumo_gap_ev=10.09 smiles="O=CN1CCCC1.O" mol_weight_g_mol=117.15 energy_ev=-10946.811 e_homo_ev=-9.42 e_above_lowest_ev=2.456
C -1.025 0.194 0.833 -0.101
N 0.251 0.491 0.007 -0.058
C 1.517 0.627 0.520 -0.331
O 2.540 0.763 -0.192 -0.025
C -0.064 -0.091 -1.353 -0.117
C -1.550 0.226 -1.554 -0.210
C -2.184 0.472 -0.227 -0.162
H -1.203 0.929 1.548 0.086
H -1.177 -0.774 1.244 0.079
H 1.699 0.750 1.575 0.128
H 0.187 -1.140 -1.418 0.109
H 0.706 0.475 -2.002 0.144
H -2.033 -0.289 -2.406 0.121
H -1.683 1.018 -2.224 0.078
H -2.487 1.553 -0.204 0.114
H -3.164 0.002 0.038 0.116
H 1.339 -1.594 1.103 0.070
H 0.947 -2.589 2.252 0.016
O 0.579 -2.056 1.582 -0.057

2.
14
Properties=species:S:1:pos:R:3:lowdin_charge:R:1 method="wB97M-V/def2-TZVPD" spin_multiplicity=1 charge=0 homo_lumo_gap_ev=9.72 smiles="C=CN(S)C(C)=O" mol_weight_g_mol=117.17 energy_ev=-18633.260 e_homo_ev=-8.87 e_above_lowest_ev=1.289
C -1.708 1.364 0.193 -0.004
C -0.262 1.073 -0.034 -0.575
C -0.638 -1.375 0.362 -0.270
C -1.720 -1.721 -0.361 0.039
H -2.285 1.213 -0.726 0.091
H -2.100 0.816 1.032 0.078
H -1.758 2.428 0.440 0.090
H 2.071 0.207 0.939 -0.139
H -0.294 -1.887 1.258 0.104
H -2.357 -2.532 -0.038 0.056
H -1.998 -1.171 -1.249 0.063
N 0.143 -0.260 0.049 -0.441
O 0.551 1.941 -0.204 0.037
S 1.830 -0.552 -0.083 0.872

3.
11
Properties=species:S:1:pos:R:3:lowdin_charge:R:1 method="wB97M-V/def2-TZVPD" spin_multiplicity=1 charge=+1 homo_lumo_gap_ev="8.92 / 8.92" smiles="C=CO[N+](=O)P" mol_weight_g_mol=106.04 energy_ev=-17015.364 e_homo_ev="-15.57 / -15.57" e_above_lowest_ev=6.172
C 0.947 -0.037 0.663 -0.169
C 0.820 -1.169 1.322 0.116
N -0.230 0.454 -1.376 -0.450
O -0.057 0.834 -2.490 0.168
O 0.798 -0.030 -0.738 0.015
P -1.873 0.463 -0.677 1.127
H -1.349 0.367 0.553 -0.094
H 1.131 0.927 1.111 0.137
H 0.780 -2.058 0.696 0.103
H 1.094 -1.368 2.315 0.081
H -2.061 1.617 -1.378 -0.034

4.
18
Properties=species:S:1:pos:R:3:lowdin_charge:R:1 method="wB97M-V/def2-TZVPD" spin_multiplicity=1 charge=0 homo_lumo_gap_ev=9.36 smiles="C=NC(=C)C.O.O" mol_weight_g_mol=105.14 energy_ev=-9909.392 e_homo_ev=-8.77 e_above_lowest_ev=2.850
C 1.514 -1.077 -0.965 -0.037
C 1.022 -0.891 0.434 -0.424
C 1.258 -1.685 1.503 0.051
C 0.017 0.821 1.713 0.008
N 0.048 0.095 0.610 0.028
H 1.619 -2.084 -1.191 0.052
H 0.909 -0.562 -1.712 0.057
H 2.551 -0.699 -1.082 0.097
H 1.099 -1.322 2.555 0.069
H 1.674 -2.646 1.505 0.033
H -0.804 1.436 2.042 0.061
H 0.799 0.805 2.487 0.074
H -1.645 1.142 -3.101 0.081
H -0.563 0.761 -1.928 -0.004
O -1.197 1.397 -2.258 -0.066
H -3.495 1.889 -0.209 0.008
H -2.047 1.211 -0.535 0.004
O -2.759 1.410 0.132 -0.092

5.
51
Properties=species:S:1:pos:R:3:mulliken_spin:R:1 method="wB97M-V/def2-TZVPD" spin_multiplicity=2 charge=-2 homo_lumo_gap_ev="4.00 / 3.97" mol_weight_g_mol=499.48 energy_ev=-74347.100 s_squared=1.0335 e_homo_ev="0.91 / 0.93"
Cr 0.877 -0.240 -0.551 0.992
C 0.481 -0.208 -4.007 0.007
Si 0.473 0.988 -2.595 -0.068
C 1.770 2.297 -2.758 -0.001
C -1.234 1.731 -2.326 -0.029
C -1.801 2.529 -3.340 0.007
C -3.063 3.100 -3.184 0.000
C -3.782 2.886 -2.013 0.001
C -3.239 2.100 -0.997 0.005
C -1.965 1.513 -1.134 -0.009
Si -1.287 0.463 0.271 0.024
C -1.033 1.462 1.807 0.000
C -2.321 -1.043 0.558 0.046
H 0.257 0.293 -4.954 -0.001
H -0.264 -0.997 -3.861 -0.002
H 1.459 -0.689 -4.108 -0.001
H 1.604 2.912 -3.648 -0.004
H 2.767 1.853 -2.841 0.002
H 1.772 2.960 -1.888 0.001
H -1.264 2.716 -4.270 -0.001
H -3.484 3.712 -3.976 0.000
H -4.765 3.330 -1.890 0.000
H -3.828 1.952 -0.093 -0.001
H -1.982 1.843 2.195 0.000
H -0.380 2.319 1.618 0.001
H -0.570 0.859 2.595 -0.002
H -3.330 -0.776 0.889 -0.004
H -1.878 -1.683 1.327 0.007
H -2.416 -1.638 -0.355 0.006
I 1.985 1.914 0.523 -0.003
C 0.573 -2.580 1.036 0.004
C 0.824 -3.364 2.350 0.023
N 1.614 -2.536 3.291 0.001
C 2.905 -2.184 2.656 -0.004
C 2.654 -1.399 1.343 0.054
N 1.199 -1.244 1.130 -0.131
C 0.613 -0.507 2.268 0.036
C 0.866 -1.292 3.580 -0.003
H -0.519 -2.478 0.854 -0.004
H 0.994 -3.138 0.171 0.017
H 1.363 -4.311 2.131 -0.002
H -0.145 -3.647 2.815 -0.001
H 3.489 -3.107 2.443 0.001
H 3.517 -1.572 3.354 0.000
H 3.111 -1.936 0.482 -0.007
H 3.140 -0.400 1.395 -0.004
H -0.480 -0.367 2.110 -0.012
H 1.062 0.509 2.337 -0.002
H -0.102 -1.535 4.072 0.001
H 1.439 -0.662 4.297 0.000
O 2.327 -0.708 -1.109 0.061

6.
18
Properties=species:S:1:pos:R:3:lowdin_charge:R:1 method="wB97M-V/def2-TZVPD" spin_multiplicity=1 charge=0 homo_lumo_gap_ev=10.49 smiles="CCCNC(C)=O" mol_weight_g_mol=101.15 energy_ev=-8901.519 e_homo_ev=-9.57 e_above_lowest_ev=0.178
C -2.674 -0.184 -0.396 -0.125
C -1.385 0.592 -0.131 -0.241
C -0.582 0.073 1.080 -0.192
N 0.717 -0.474 0.724 0.036
C 1.713 0.365 0.318 -0.552
O 1.597 1.580 0.371 0.046
C 2.965 -0.300 -0.216 -0.005
H -3.167 0.174 -1.308 0.069
H -2.480 -1.257 -0.520 0.071
H -3.381 -0.070 0.435 0.072
H -0.742 0.548 -1.017 0.106
H -1.620 1.654 0.014 0.108
H -0.403 0.883 1.791 0.116
H -1.135 -0.713 1.607 0.117
H 0.795 -1.458 0.521 0.132
H 2.959 -0.239 -1.309 0.086
H 3.061 -1.350 0.076 0.072
H 3.834 0.258 0.137 0.084

7.
10
Properties=species:S:1:pos:R:3:lowdin_charge:R:1 method="wB97M-V/def2-TZVPD" spin_multiplicity=1 charge=0 homo_lumo_gap_ev=8.86 mol_weight_g_mol=128.12 energy_ev=-22142.242 e_homo_ev=-9.25 e_above_lowest_ev=4.544
C -0.896 -0.901 0.212 -0.098
C -0.447 -1.905 0.984 -0.352
C 0.364 1.759 -1.235 -0.434
F -1.921 -0.066 0.462 0.004
F -0.574 -2.175 2.279 0.135
F 0.435 -2.683 0.379 0.105
S 1.637 2.654 -0.641 0.686
H -0.635 -0.710 -0.876 0.120
H -0.007 2.378 -1.970 -0.120
H 2.045 1.649 0.405 -0.046

8.
13
Properties=species:S:1:pos:R:3:lowdin_charge:R:1 method="wB97M-V/def2-TZVPD" spin_multiplicity=1 charge=0 homo_lumo_gap_ev=10.65 smiles="C#C[C@H](C=O)CO" mol_weight_g_mol=98.10 energy_ev=-9374.702 e_homo_ev=-10.10 e_above_lowest_ev=2.394
O 1.423 -1.215 -1.347 -0.057
C 1.010 0.015 -0.827 -0.239
C -0.395 -0.095 -0.201 -0.271
C -0.367 -1.107 0.949 -0.170
O 0.436 -2.014 1.009 0.058
C -0.937 1.188 0.264 -0.113
C -1.362 2.235 0.681 0.134
H 1.386 -1.840 -0.603 0.065
H 1.708 0.399 -0.071 0.132
H 0.996 0.725 -1.657 0.128
H -1.060 -0.504 -0.978 0.165
H -1.122 -0.969 1.752 0.136
H -1.718 3.182 1.033 0.033

9.
13
Properties=species:S:1:pos:R:3:lowdin_charge:R:1 method="wB97M-V/def2-TZVPD" spin_multiplicity=1 charge=-1 homo_lumo_gap_ev=8.24 smiles="CC1(C)O[P@]1(=O)[O-]" mol_weight_g_mol=121.05 energy_ev=-18639.920 e_homo_ev=-4.41 e_above_lowest_ev=2.890
C -0.825 -0.014 -0.164 -0.594
C -0.086 1.346 0.077 -0.098
C 0.049 -1.261 -0.250 -0.091
O -3.670 -1.354 0.237 -0.624
O -3.084 1.484 0.417 -0.387
O -1.720 0.212 -1.405 -0.265
P -2.557 0.142 0.091 0.579
H -0.112 1.969 -0.857 0.086
H 0.862 1.270 0.631 0.054
H -0.712 1.972 0.836 0.079
H 0.252 -1.593 0.884 0.110
H 1.062 -1.065 -0.793 0.092
H -0.477 -2.100 -0.717 0.061

10.
75
Properties=species:S:1:pos:R:3:mulliken_spin:R:1 method="wB97M-V/def2-TZVPD" spin_multiplicity=2 charge=+2 homo_lumo_gap_ev="3.45 / 3.62" mol_weight_g_mol=795.14 energy_ev=-151687.418 s_squared=1.1993 e_homo_ev="-12.42 / -12.41" e_above_lowest_ev=2.915
Pd 0.113 0.202 -0.115 0.888
C -1.234 6.320 -2.350 0.001
C -0.944 6.030 -0.884 0.002
N -0.004 4.887 -0.728 0.011
C 1.433 5.196 -0.896 -0.027
C 2.127 5.450 0.435 0.004
C -0.459 3.669 -0.506 0.072
S 0.797 2.414 -0.522 -0.510
N -1.750 3.460 -0.380 -0.006
C -2.310 2.323 0.002 0.002
O -1.694 1.356 0.573 0.049
C -3.776 2.233 -0.165 -0.003
C -4.405 0.991 -0.107 -0.001
C -5.769 0.890 -0.313 -0.001
C -6.517 2.036 -0.552 0.003
C -5.899 3.280 -0.587 -0.001
C -4.532 3.381 -0.398 0.002
H -1.849 7.217 -2.430 0.000
H -1.772 5.488 -2.807 0.000
H -0.317 6.494 -2.915 0.000
H -1.854 5.795 -0.356 -0.001
H -0.477 6.887 -0.401 0.000
H 1.492 6.080 -1.527 -0.004
H 1.921 4.387 -1.444 0.014
H 1.675 6.299 0.953 -0.001
H 3.180 5.681 0.264 0.000
H 2.065 4.574 1.084 -0.002
H -3.812 0.112 0.100 -0.001
H -6.256 -0.077 -0.282 0.000
H -7.588 1.962 -0.697 0.000
H -6.487 4.171 -0.766 0.000
H -4.043 4.346 -0.422 0.001
C 3.798 0.923 -1.040 -0.007
O 2.863 -0.167 -0.968 0.015
C 3.386 -1.428 -0.799 0.009
C 4.721 -1.719 -0.600 0.000
C 5.104 -3.036 -0.396 0.006
Br 6.921 -3.402 -0.091 0.002
C 4.191 -4.067 -0.427 0.005
C 2.849 -3.781 -0.658 0.006
C 2.457 -2.466 -0.803 -0.006
O 1.112 -2.130 -0.864 0.033
C 1.879 -4.893 -0.741 0.001
N 2.035 -6.023 -0.152 0.000
C 0.920 -6.788 -0.495 0.001
C 0.592 -8.089 -0.131 0.000
C -0.567 -8.629 -0.650 0.001
C -1.395 -7.899 -1.520 0.000
C -1.094 -6.610 -1.881 0.000
C 0.075 -6.074 -1.338 0.000
N 0.692 -4.838 -1.464 0.001
H 4.511 0.760 -1.845 -0.001
H 4.320 1.052 -0.092 0.000
H 3.221 1.816 -1.260 -0.002
H 5.475 -0.948 -0.576 0.000
H 4.486 -5.100 -0.302 0.000
H 0.609 -2.889 -0.530 0.000
H 1.240 -8.644 0.537 0.000
H -0.847 -9.643 -0.390 0.000
H -2.291 -8.363 -1.916 0.000
H -1.733 -6.058 -2.564 0.000
H 0.508 -4.204 -2.222 0.000
C 0.384 0.217 5.710 0.002
N 1.049 0.027 4.416 0.008
C 0.467 0.199 3.246 -0.037
N -0.796 0.592 3.201 -0.005
S 1.434 -0.155 1.835 0.380
H 1.136 0.169 6.490 0.000
H -0.356 -0.562 5.893 0.000
H -0.089 1.197 5.757 0.000
H 2.001 -0.303 4.410 0.002
H -1.301 0.787 4.050 -0.001
H -1.224 0.883 2.334 -0.004
S -2.406 -2.125 -1.219 -0.004
C -1.390 -1.126 -0.804 0.101

11.
22
Properties=species:S:1:pos:R:3:lowdin_charge:R:1 method="wB97M-V/def2-TZVPD" spin_multiplicity=1 charge=+1 homo_lumo_gap_ev=9.60 mol_weight_g_mol=142.19 energy_ev=-12820.790 e_homo_ev=-13.88 e_above_lowest_ev=4.171
C 3.132 1.465 0.048 -0.198
C -1.355 1.661 0.433 0.011
C -2.847 -0.629 0.018 0.010
C -0.792 -1.795 -0.733 -0.015
C -0.812 0.528 -0.277 -0.029
N 4.342 1.115 0.180 0.003
N 4.440 -0.158 0.412 0.050
N 3.154 -0.593 0.493 -0.057
N 2.273 0.370 0.314 0.036
N -1.457 -0.596 -0.391 -0.172
H 2.690 2.416 -0.184 0.102
H -0.534 2.129 0.842 0.078
H -1.763 2.435 -0.163 0.113
H -2.168 1.359 1.095 0.092
H -3.382 -0.088 -0.706 0.099
H -3.171 -1.718 -0.123 0.135
H -2.925 -0.287 1.099 0.131
H -1.414 -2.361 -1.409 0.109
H 0.143 -1.647 -1.138 0.070
H -0.615 -2.459 0.173 0.148
H 0.187 0.409 -0.707 0.116
H 2.876 -1.557 0.723 0.168

12.
26
Properties=species:S:1:pos:R:3:lowdin_charge:R:1 method="wB97M-V/def2-TZVPD" spin_multiplicity=1 charge=0 homo_lumo_gap_ev=9.19 smiles="O=C(O)/C=C/C(=O)NCc1ccccc1" mol_weight_g_mol=205.21 energy_ev=-19218.485 e_homo_ev=-9.34 e_above_lowest_ev=0.000
O 4.636 1.525 1.005 0.107
C 4.076 0.815 0.208 -0.536
O 4.587 0.547 -1.001 0.104
H 5.443 0.992 -1.104 0.135
C 2.770 0.171 0.457 0.014
C 2.138 -0.578 -0.444 0.044
C 0.854 -1.296 -0.211 -0.497
O 0.634 -2.379 -0.715 0.070
N -0.019 -0.664 0.606 0.065
H 0.184 0.268 0.929 0.142
C -1.335 -1.193 0.887 -0.125
C -2.431 -0.298 0.369 -0.213
C -3.549 -0.023 1.145 -0.048
C -4.558 0.790 0.658 -0.086
C -4.454 1.344 -0.607 -0.093
C -3.340 1.077 -1.385 -0.081
C -2.336 0.258 -0.901 -0.037
H -1.472 0.041 -1.513 0.113
H -3.255 1.504 -2.373 0.103
H -5.239 1.981 -0.985 0.101
H -5.426 0.992 1.268 0.102
H -3.634 -0.453 2.132 0.109
H -1.380 -2.170 0.393 0.132
H -1.448 -1.342 1.967 0.125
H 2.596 -0.777 -1.403 0.127
H 2.380 0.355 1.449 0.122

Copy entry 5 word for word.
51
Properties=species:S:1:pos:R:3:mulliken_spin:R:1 method="wB97M-V/def2-TZVPD" spin_multiplicity=2 charge=-2 homo_lumo_gap_ev="4.00 / 3.97" mol_weight_g_mol=499.48 energy_ev=-74347.100 s_squared=1.0335 e_homo_ev="0.91 / 0.93"
Cr 0.877 -0.240 -0.551 0.992
C 0.481 -0.208 -4.007 0.007
Si 0.473 0.988 -2.595 -0.068
C 1.770 2.297 -2.758 -0.001
C -1.234 1.731 -2.326 -0.029
C -1.801 2.529 -3.340 0.007
C -3.063 3.100 -3.184 0.000
C -3.782 2.886 -2.013 0.001
C -3.239 2.100 -0.997 0.005
C -1.965 1.513 -1.134 -0.009
Si -1.287 0.463 0.271 0.024
C -1.033 1.462 1.807 0.000
C -2.321 -1.043 0.558 0.046
H 0.257 0.293 -4.954 -0.001
H -0.264 -0.997 -3.861 -0.002
H 1.459 -0.689 -4.108 -0.001
H 1.604 2.912 -3.648 -0.004
H 2.767 1.853 -2.841 0.002
H 1.772 2.960 -1.888 0.001
H -1.264 2.716 -4.270 -0.001
H -3.484 3.712 -3.976 0.000
H -4.765 3.330 -1.890 0.000
H -3.828 1.952 -0.093 -0.001
H -1.982 1.843 2.195 0.000
H -0.380 2.319 1.618 0.001
H -0.570 0.859 2.595 -0.002
H -3.330 -0.776 0.889 -0.004
H -1.878 -1.683 1.327 0.007
H -2.416 -1.638 -0.355 0.006
I 1.985 1.914 0.523 -0.003
C 0.573 -2.580 1.036 0.004
C 0.824 -3.364 2.350 0.023
N 1.614 -2.536 3.291 0.001
C 2.905 -2.184 2.656 -0.004
C 2.654 -1.399 1.343 0.054
N 1.199 -1.244 1.130 -0.131
C 0.613 -0.507 2.268 0.036
C 0.866 -1.292 3.580 -0.003
H -0.519 -2.478 0.854 -0.004
H 0.994 -3.138 0.171 0.017
H 1.363 -4.311 2.131 -0.002
H -0.145 -3.647 2.815 -0.001
H 3.489 -3.107 2.443 0.001
H 3.517 -1.572 3.354 0.000
H 3.111 -1.936 0.482 -0.007
H 3.140 -0.400 1.395 -0.004
H -0.480 -0.367 2.110 -0.012
H 1.062 0.509 2.337 -0.002
H -0.102 -1.535 4.072 0.001
H 1.439 -0.662 4.297 0.000
O 2.327 -0.708 -1.109 0.061